Entry from the Open Molecules 2025 dataset: a 2-piece molecular cluster, C5H11NO overall (ωB97M-V/def2-TZVPD).

Calculated values
Energy above the lowest of the compared OMol25 structures with the same formula, charge and spin in kJ/mol: 97.4
Calculated total energy in a.u.: -327.09424
Lowest unoccupied orbital energy in eV: 0.93
HOMO level in eV: -10.90
Frontier orbital gap in eV: 11.83
Largest force on an atom in hartree/bohr: 0.0184
SMILES: N=C=O.CCCC

XYZ file:
```
18
Properties=species:S:1:pos:R:3:mulliken_charge:R:1
O -1.052 2.795 1.334 -0.440
N 0.699 2.557 -0.268 -0.632
C -0.209 2.633 0.539 0.767
C 1.554 -1.148 -0.469 -1.115
C 0.354 -1.429 0.442 -0.575
C -1.359 0.247 -0.333 -1.353
C -0.407 -0.158 0.834 -0.332
H 0.349 0.569 1.158 0.327
H 0.702 -1.960 1.335 0.353
H 0.868 1.710 -0.794 0.340
H 1.262 -0.617 -1.387 0.255
H -0.989 -0.152 -1.284 0.349
H -1.017 -0.326 1.729 0.319
H 2.036 -2.080 -0.784 0.353
H -2.331 -0.206 -0.134 0.344
H -0.351 -2.095 -0.071 0.331
H -1.590 1.297 -0.531 0.415
H 2.314 -0.541 0.041 0.292
```